C6H26BF4O7 | the ωB97M-V functional and the def2-TZVPD basis

```
44
Properties=species:S:1:pos:R:3:lowdin_spin:R:1
B -0.212 -0.193 0.965 0.000
F 0.824 -0.908 1.546 0.000
F -0.726 -0.817 -0.124 0.001
F -1.279 -0.037 1.852 0.000
F 0.294 0.994 0.545 0.000
C -1.615 0.988 -4.109 0.120
C -0.992 1.807 -2.946 0.125
O -1.887 2.732 -2.622 0.471
H -2.480 0.345 -3.945 0.001
H -0.815 0.337 -4.463 0.017
H -1.964 1.677 -4.878 0.002
H -0.050 2.280 -3.223 0.000
H -0.790 1.206 -2.060 0.052
H -2.604 2.231 -2.227 0.002
C 3.223 2.751 -2.569 0.001
C 2.336 2.386 -1.373 0.022
O 2.364 0.939 -1.321 0.165
H 2.669 2.354 -3.420 0.001
H 4.175 2.224 -2.502 0.000
H 3.367 3.828 -2.653 0.000
H 1.288 2.680 -1.426 0.010
H 2.749 2.885 -0.496 0.010
H 1.918 0.574 -0.553 0.001
C -1.264 -3.709 2.360 0.000
C -0.665 -3.913 0.974 0.000
O -0.374 -5.282 0.814 0.000
H -1.487 -2.644 2.427 0.000
H -0.632 -4.098 3.158 0.000
H -2.255 -4.160 2.415 0.000
H 0.217 -3.338 0.693 0.000
H -1.436 -3.656 0.248 0.000
H -0.775 -5.584 -0.005 0.000
O -3.063 0.588 -0.424 0.001
H -2.171 0.344 -0.178 0.000
H -3.531 0.654 0.409 0.000
O 1.828 -2.415 3.536 0.000
H 1.419 -2.603 2.692 0.000
H 1.560 -1.518 3.738 0.000
O 2.680 1.743 2.409 0.000
H 2.337 1.560 3.284 0.000
H 2.031 1.369 1.814 0.000
O -1.618 1.454 3.943 0.000
H -1.088 0.968 4.575 0.000
H -1.506 0.978 3.120 0.000
```

For the molar mass, the calculation gives 297.07 g mol⁻¹. Its HOMO energy (alpha / beta) is -9.77 / -9.77 eV. The HOMO-LUMO gap (alpha / beta) is 9.48 / 2.71 eV. Its expectation value of S² is 0.756. The spin multiplicity is 2. The calculation puts the energy above the lowest of the compared OMol25 structures with the same formula, charge and spin at 0.0 kJ/mol. Its largest force on an atom is 2.49 eV/A.

***

C6H26NO7 | the ωB97M-V functional and the def2-TZVPD basis

```
40
Properties=species:S:1:pos:R:3:nbo_charge:R:1
O -1.764 -2.050 0.507 -0.504
C -0.725 -1.997 1.106 0.426
C 0.019 -0.630 1.197 -0.144
C -1.026 0.467 1.416 -0.409
C -0.433 1.700 2.127 -0.232
C -1.496 2.760 2.341 -0.602
C 0.201 1.309 3.478 -0.628
N 0.764 -0.582 -0.116 -0.729
H -0.383 -2.832 1.740 0.153
H 0.747 -0.552 1.986 0.229
H -1.535 0.610 0.463 0.233
H -1.755 0.018 2.093 0.233
H 0.443 2.133 1.634 0.198
H -1.683 3.322 1.424 0.214
H -1.253 3.455 3.144 0.224
H -2.444 2.295 2.620 0.212
H 0.618 0.324 3.522 0.195
H -0.458 1.330 4.362 0.226
H 0.874 2.086 3.850 0.225
H 0.191 -0.353 -0.937 0.469
H 1.186 -1.513 -0.371 0.470
H 1.534 0.076 0.016 0.451
H -3.815 -1.278 -1.999 0.503
H -3.836 0.242 -2.373 0.494
O -3.279 -0.494 -2.120 -0.978
H 2.894 2.374 1.684 0.473
H 3.809 2.530 0.530 0.482
O 3.181 1.900 0.894 -0.950
H -1.332 -2.845 -1.815 0.480
H -1.121 -2.085 -3.110 0.484
O -0.677 -2.655 -2.496 -0.960
H 3.111 -2.134 -1.518 0.498
H 1.788 -2.702 -2.082 0.512
O 2.263 -2.490 -1.266 -0.958
H -0.547 0.987 -3.110 0.490
H -1.495 0.055 -2.300 0.513
O -0.564 0.226 -2.531 -0.992
H 2.005 1.713 -2.688 0.476
H 2.910 2.862 -1.977 0.485
O 2.850 1.982 -2.345 -0.960
```

For the molar mass, the calculation gives 224.27 g mol⁻¹. Its HOMO energy is -13.70 eV. The HOMO-LUMO gap is 10.89 eV. As for the charge: +1. The calculation puts the energy above the lowest of the compared OMol25 structures with the same formula, charge and spin at 0.0 kJ/mol. Its largest force on an atom is 1.89 eV/A.

***

C6H26O7 | the ωB97M-V functional and the def2-TZVPD basis

```
39
Properties=species:S:1:pos:R:3:nbo_charge:R:1
C -0.008 -1.718 4.596 -0.614
C -1.090 -0.712 4.887 0.091
C -1.587 -0.091 3.599 -0.643
O -2.144 -1.444 5.534 -0.723
H 0.848 -1.200 4.145 0.200
H -0.347 -2.439 3.851 0.215
H 0.339 -2.217 5.497 0.216
H -0.670 0.048 5.553 0.151
H -2.253 -0.748 3.041 0.234
H -0.748 0.202 2.965 0.211
H -2.170 0.822 3.784 0.197
H -2.907 -0.862 5.618 0.463
C -0.098 -0.433 -4.910 -0.625
C 0.984 0.530 -4.497 0.096
C 1.774 0.080 -3.277 -0.636
O 1.859 0.685 -5.641 -0.729
H -0.856 0.079 -5.510 0.212
H -0.622 -0.857 -4.051 0.199
H 0.283 -1.255 -5.514 0.226
H 0.556 1.523 -4.297 0.149
H 1.162 0.040 -2.378 0.218
H 2.625 0.736 -3.080 0.215
H 2.194 -0.905 -3.501 0.211
H 2.474 1.395 -5.440 0.463
O 0.099 -0.387 0.134 -0.993
H 0.444 0.436 0.502 0.493
H -0.556 -0.103 -0.522 0.493
O -2.044 -2.189 0.699 -0.981
H -1.606 -3.026 0.529 0.470
H -1.341 -1.525 0.623 0.495
O -2.309 0.416 -1.118 -0.955
H -2.356 0.101 -2.027 0.477
H -2.956 -0.122 -0.646 0.495
O 0.853 2.348 0.657 -0.956
H 1.488 2.536 1.357 0.477
H 0.588 3.212 0.327 0.489
O 3.694 2.184 -0.635 -0.934
H 3.068 1.811 -0.007 0.471
H 3.337 3.050 -0.846 0.463
```

For the molar mass, the calculation gives 210.27 g mol⁻¹. Its HOMO energy is -10.14 eV. The HOMO-LUMO gap is 10.00 eV. The SMILES is CC(C)O.CC(C)O.O.O.O.O.O. The calculation puts the energy above the lowest of the compared OMol25 structures with the same formula, charge and spin at 97.5 kJ/mol. Its largest force on an atom is 0.95 eV/A.

***

C6H26O7 | the ωB97M-V functional and the def2-TZVPD basis

```
39
Properties=species:S:1:pos:R:3:nbo_charge:R:1
C -0.997 -0.075 2.739 -0.636
C -0.338 0.556 1.538 -0.049
O 1.072 0.533 1.657 -0.750
H -0.914 0.488 3.666 0.222
H -0.533 -1.035 2.987 0.217
H -2.022 -0.355 2.494 0.211
H -0.660 1.583 1.310 0.140
H -0.684 0.071 0.615 0.151
H 1.495 0.485 0.784 0.491
C -3.631 -1.821 -1.116 -0.632
C -4.739 -1.126 -1.871 -0.067
O -4.460 -1.111 -3.270 -0.725
H -3.718 -1.739 -0.030 0.213
H -2.722 -1.244 -1.323 0.199
H -3.437 -2.847 -1.421 0.210
H -4.842 -0.097 -1.513 0.172
H -5.741 -1.544 -1.709 0.162
H -4.852 -1.893 -3.665 0.468
C 4.893 -0.049 0.236 -0.630
C 3.662 0.235 -0.573 -0.057
O 2.764 -0.855 -0.308 -0.749
H 5.620 0.768 0.145 0.205
H 5.401 -0.974 -0.021 0.217
H 4.705 -0.027 1.314 0.220
H 3.951 0.296 -1.623 0.166
H 3.163 1.152 -0.266 0.134
H 1.939 -0.710 -0.809 0.491
O 2.383 -0.614 3.909 -0.965
H 1.961 -1.457 4.103 0.458
H 2.084 -0.386 3.005 0.495
O -1.196 4.015 -0.261 -0.940
H -0.926 3.095 -0.374 0.467
H -1.812 4.000 0.481 0.473
O 0.344 -1.255 -1.782 -0.952
H -0.177 -0.463 -1.599 0.478
H -0.112 -1.683 -2.515 0.484
O 0.996 1.638 -1.596 -0.965
H 0.671 2.167 -2.336 0.486
H 1.409 2.281 -1.004 0.482
```

For the molar mass, the calculation gives 210.27 g mol⁻¹. Its HOMO energy is -10.06 eV. The HOMO-LUMO gap is 10.10 eV. The SMILES is CCO.CCO.CCO.O.O.O.O. The calculation puts the energy above the lowest of the compared OMol25 structures with the same formula, charge and spin at 199.9 kJ/mol. Its largest force on an atom is 1.67 eV/A.

***

C6H26O8 | the ωB97M-V functional and the def2-TZVPD basis

```
40
Properties=species:S:1:pos:R:3:nbo_charge:R:1
C 2.186 -1.251 -3.592 -0.252
O 1.917 -1.764 -2.287 -0.533
C 2.821 -2.849 -1.962 -0.078
C 2.510 -3.398 -0.575 -0.081
O 2.290 -2.324 0.353 -0.539
C 1.870 -2.807 1.663 -0.261
H 1.379 -0.524 -3.684 0.195
H 2.133 -2.027 -4.355 0.165
H 3.125 -0.723 -3.759 0.170
H 3.859 -2.528 -2.046 0.168
H 2.698 -3.692 -2.642 0.169
H 3.206 -4.165 -0.234 0.179
H 1.520 -3.831 -0.719 0.162
H 2.691 -3.339 2.145 0.169
H 0.953 -3.396 1.668 0.171
H 1.687 -2.006 2.380 0.196
C 3.761 2.881 -0.348 -0.243
O 4.518 3.883 0.216 -0.706
H 3.212 3.146 -1.252 0.179
H 4.379 2.013 -0.578 0.154
H 2.998 2.592 0.375 0.155
H 4.984 3.422 0.918 0.460
C -2.715 -1.156 -0.170 -0.250
O -1.708 -0.185 -0.481 -0.735
H -3.462 -0.580 0.376 0.185
H -3.077 -1.702 -1.041 0.167
H -2.345 -1.882 0.554 0.160
H -0.936 -0.629 -0.841 0.472
O -1.713 4.333 -2.112 -0.932
H -1.501 4.391 -3.044 0.463
H -1.417 3.461 -1.852 0.469
O -6.387 3.907 0.620 -0.929
H -6.958 3.638 1.339 0.464
H -6.603 3.307 -0.094 0.465
O -5.765 -1.683 5.748 -0.935
H -5.894 -0.875 5.251 0.467
H -5.761 -1.404 6.664 0.468
O -1.684 3.571 2.366 -0.932
H -1.143 3.432 3.144 0.463
H -1.631 2.744 1.887 0.469
```

For the molar mass, the calculation gives 226.27 g mol⁻¹. Its HOMO energy is -10.10 eV. The HOMO-LUMO gap is 10.51 eV. The SMILES is COCCOC.CO.CO.O.O.O.O. The calculation puts the energy above the lowest of the compared OMol25 structures with the same formula, charge and spin at 382.7 kJ/mol. Its largest force on an atom is 2.19 eV/A.

***

C6H27NO6 | the ωB97M-V functional and the def2-TZVPD basis

```
40
Properties=species:S:1:pos:R:3:nbo_charge:R:1
C 1.086 -1.805 0.672 -0.619
C 2.515 -1.753 0.066 -0.397
C 2.553 -0.919 -1.209 -0.430
C 2.200 0.582 -0.981 -0.215
N 1.064 1.143 -1.742 -0.634
C -0.146 0.378 -1.598 -0.263
C -1.215 0.872 -2.581 -0.614
H 1.048 -2.578 1.438 0.206
H 0.763 -0.906 1.186 0.185
H 0.352 -1.985 -0.108 0.218
H 3.152 -1.292 0.815 0.197
H 2.696 -2.810 -0.128 0.211
H 3.568 -0.903 -1.618 0.204
H 1.918 -1.326 -1.999 0.209
H 3.074 1.141 -1.317 0.197
H 1.986 0.798 0.061 0.175
H 1.365 1.211 -2.691 0.352
H -0.211 -0.720 -1.604 0.202
H -0.502 0.471 -0.564 0.187
H -1.657 1.797 -2.185 0.215
H -2.111 0.269 -2.424 0.192
H -0.852 0.879 -3.602 0.208
O -1.583 0.686 2.251 -0.990
H -2.421 0.927 2.675 0.476
H -1.504 1.324 1.529 0.516
O -1.893 -2.336 -1.509 -0.943
H -2.551 -1.633 -1.555 0.477
H -2.092 -2.815 -0.697 0.473
O -3.345 0.383 -0.136 -0.927
H -4.121 -0.041 0.274 0.466
H -3.833 0.718 -0.904 0.466
O -0.224 -0.914 4.301 -0.941
H 0.234 -1.205 3.509 0.464
H -0.990 -0.435 3.957 0.476
O -0.922 2.923 0.269 -0.972
H -0.623 3.586 0.886 0.480
H -0.175 2.732 -0.313 0.498
O 1.272 1.508 2.706 -0.947
H 0.373 1.154 2.718 0.487
H 1.751 0.895 2.152 0.456
```

For the molar mass, the calculation gives 209.28 g mol⁻¹. Its HOMO energy is -8.93 eV. The HOMO-LUMO gap is 8.98 eV. The SMILES is CCCCNCC.O.O.O.O.O.O. The calculation puts the energy above the lowest of the compared OMol25 structures with the same formula, charge and spin at 55.2 kJ/mol. Its largest force on an atom is 2.10 eV/A.

***

Q: Number 1 is which compound?
A: C6H26BF4O7

***

Q: energy above the lowest of the compared OMol25 structures with the same formula, charge and spin of number 2 (C6H26NO7)?
A: 0.0 kJ/mol

***

Q: What is the energy above the lowest of the compared OMol25 structures with the same formula, charge and spin in the first record?
A: 0.0 kJ/mol